1.
{
  "formula": "C24H51BGeN8NiSbSe",
  "method": "ωB97M-V/def2-TZVPD",
  "species": ["Sb", "Se", "Ge", "Ni", "N", "N", "N", "N", "N", "N", "N", "N", "C", "C", "C", "C", "C", "C", "C", "C", "C", "C", "C", "C", "C", "C", "C", "C", "C", "C", "C", "C", "C", "C", "C", "C", "B", "H", "H", "H", "H", "H", "H", "H", "H", "H", "H", "H", "H", "H", "H", "H", "H", "H", "H", "H", "H", "H", "H", "H", "H", "H", "H", "H", "H", "H", "H", "H", "H", "H", "H", "H", "H", "H", "H", "H", "H", "H", "H", "H", "H", "H", "H", "H", "H", "H", "H", "H"],
  "positions_angstrom": [[0.922, -1.404, 2.095], [2.429, -1.119, -1.536], [0.480, -2.643, -3.878], [1.115, 0.301, 0.328], [0.245, 3.112, 1.122], [-2.260, 0.232, -0.367], [2.548, 2.931, 0.304], [2.735, 1.625, 0.535], [-2.339, 1.621, -0.575], [0.024, 1.834, 1.463], [0.637, 2.754, -1.295], [0.488, 1.426, -1.311], [1.738, -3.393, 2.518], [-1.003, 3.152, 2.939], [-3.409, 3.736, -0.668], [3.981, 1.471, 0.972], [1.574, -0.537, 4.004], [1.327, -2.675, -2.024], [4.619, 2.705, 1.028], [-0.723, 1.841, 2.567], [0.075, 1.088, -2.531], [3.666, 3.605, 0.597], [0.701, -0.833, 5.205], [-1.688, -2.662, 3.441], [-3.660, 2.234, -0.512], [-4.334, 1.931, 0.837], [-0.367, 3.926, 1.990], [0.654, -4.474, -4.612], [1.188, -4.495, 1.633], [1.460, -1.337, -5.004], [-0.079, 2.225, -3.313], [-1.222, -1.898, 2.220], [3.805, -2.083, -0.546], [0.300, 3.262, -2.484], [-4.520, 1.706, -1.662], [-1.454, -2.212, -3.647], [1.163, 3.494, -0.057], [-4.349, 4.278, -0.682], [-2.706, -3.017, 3.284], [1.497, -3.591, 3.561], [-1.691, -2.034, 4.326], [-0.282, -0.380, 5.097], [-1.039, 0.935, 3.053], [1.734, -0.448, -4.442], [3.346, -2.730, 0.197], [-3.992, 1.810, -2.606], [-2.884, 3.932, -1.599], [-1.573, 3.482, 3.782], [1.658, -5.448, 1.875], [-0.092, 0.059, -2.794], [0.167, -5.214, -3.984], [5.623, 2.903, 1.341], [4.442, -1.346, -0.064], [2.826, -3.340, 2.448], [-5.311, 2.402, 0.871], [-1.398, -2.490, 1.318], [0.182, -4.509, -5.590], [-1.789, -0.973, 2.109], [1.667, 0.539, 3.857], [0.852, -1.037, -5.852], [-2.798, 4.113, 0.151], [-1.619, -1.248, -3.179], [-1.058, -3.525, 3.639], [4.400, -2.676, -1.236], [0.116, -4.603, 1.782], [-1.937, -2.977, -3.044], [-1.267, -0.028, -0.328], [-4.459, 0.856, 0.959], [0.580, -1.903, 5.349], [-2.731, -0.246, -1.131], [-1.689, 2.084, 0.050], [-4.783, 0.663, -1.504], [4.360, 0.507, 1.250], [1.159, -0.423, 6.104], [-0.321, 4.991, 1.884], [1.694, -4.759, -4.738], [-0.402, 2.275, -4.332], [2.576, -0.939, 4.159], [1.188, 4.662, -0.215], [2.003, -3.528, -1.993], [-5.440, 2.279, -1.716], [3.728, 4.670, 0.506], [1.373, -4.293, 0.578], [0.357, 4.313, -2.679], [-1.942, -2.197, -4.617], [0.569, -2.821, -1.251], [2.369, -1.787, -5.392], [-3.732, 2.309, 1.662]],
  "atomic_forces_ev_per_a": [[-0.369, -1.245, 2.048], [-0.088, -0.194, 0.057], [-0.014, -0.036, 0.149], [0.463, 2.124, -1.498], [-0.253, 0.386, 0.115], [-0.371, -1.218, 1.274], [0.198, 0.333, -0.077], [-0.435, -0.969, 0.071], [0.866, 1.463, -1.311], [0.412, -1.121, 0.041], [-0.024, 0.497, -0.131], [0.433, -0.807, 0.138], [0.015, 0.440, -0.327], [0.033, -0.024, 0.006], [-0.057, -0.347, -0.087], [-0.007, 0.236, 0.021], [-0.155, 0.024, -0.540], [-0.148, 0.178, -0.325], [0.007, -0.041, -0.003], [0.038, 0.360, -0.040], [0.046, 0.248, 0.098], [0.280, -0.126, 0.114], [-0.020, -0.029, -0.020], [0.085, -0.027, 0.079], [0.014, -0.285, 0.618], [-0.098, 0.100, -0.352], [-0.156, -0.138, 0.207], [-0.061, 0.503, 0.166], [-0.014, 0.056, -0.082], [-0.328, -0.330, 0.343], [0.109, -0.078, 0.034], [0.475, 0.214, -0.019], [-0.105, 0.001, 0.008], [-0.114, -0.202, -0.224], [0.230, 0.213, 0.266], [0.649, -0.135, -0.139], [-0.151, -0.824, 0.101], [-0.138, 0.096, 0.073], [-0.037, -0.042, 0.012], [-0.055, 0.155, 0.135], [0.000, -0.003, 0.115], [-0.116, -0.010, 0.064], [-0.003, -0.176, -0.074], [-0.004, 0.075, 0.037], [-0.010, 0.025, 0.035], [0.078, -0.005, -0.127], [0.058, -0.004, -0.146], [-0.161, 0.104, 0.160], [-0.018, -0.049, 0.009], [-0.057, -0.060, 0.063], [-0.081, -0.027, 0.150], [0.205, 0.095, 0.049], [0.013, 0.001, -0.008], [-0.031, 0.151, 0.006], [-0.223, 0.054, 0.132], [0.061, 0.116, -0.080], [-0.080, 0.023, -0.145], [0.103, 0.013, -0.226], [0.047, -0.010, -0.130], [-0.132, 0.020, -0.096], [0.024, 0.035, 0.142], [-0.019, 0.128, 0.081], [0.026, -0.176, 0.112], [-0.060, 0.052, -0.033], [-0.111, -0.082, -0.099], [0.001, -0.115, 0.091], [-0.719, 0.120, -0.491], [-0.007, -0.035, 0.047], [-0.104, -0.117, 0.101], [0.473, 0.055, -0.130], [-0.363, -0.219, 0.093], [-0.065, -0.147, -0.038], [0.011, -0.215, 0.008], [-0.001, 0.015, 0.081], [0.074, 0.196, -0.079], [0.159, 0.044, 0.031], [-0.066, 0.065, -0.188], [0.045, -0.013, -0.149], [0.041, 0.318, -0.065], [0.049, -0.037, -0.017], [-0.208, 0.014, -0.033], [-0.116, 0.203, -0.111], [-0.037, -0.046, -0.052], [0.013, 0.280, 0.050], [-0.036, -0.011, -0.149], [0.007, -0.009, -0.053], [0.125, -0.099, 0.010], [0.063, 0.054, 0.050]],
  "lowdin_charge": [1.45, 0.92, 0.82, 0.27, -0.02, 0.04, -0.01, -0.02, -0.09, -0.02, -0.01, -0.05, -0.40, -0.04, -0.03, -0.13, -0.40, -0.55, -0.04, -0.15, -0.17, -0.05, -0.18, -0.17, -0.63, -0.04, -0.06, -0.21, -0.18, -0.22, -0.02, -0.40, -0.36, -0.05, -0.04, -0.21, -0.50, 0.09, 0.08, 0.05, 0.05, 0.06, 0.09, -0.02, 0.00, 0.08, 0.08, 0.10, 0.08, 0.06, 0.02, 0.10, 0.01, 0.05, 0.08, 0.05, 0.02, 0.02, 0.04, 0.02, 0.07, -0.02, 0.06, 0.04, 0.06, 0.02, 0.02, 0.07, 0.06, 0.07, 0.07, 0.07, 0.10, 0.08, 0.13, 0.02, 0.10, 0.05, 0.13, 0.01, 0.08, 0.13, 0.05, 0.13, 0.02, -0.01, 0.02, 0.07],
  "e_homo_ev": [-9.58, -9.58],
  "total_charge": 1,
  "total_energy_ha": -7634.7167,
  "relative_energy_kj_mol": 139.5,
  "lumo_energy_ev": [-1.99, -3.54],
  "gap_ev": [7.593, 6.035],
  "multiplicity": 3,
  "s_squared": 2.0081
}



2.
{
  "formula": "C24H51BO10S",
  "method": "ωB97M-V/def2-TZVPD",
  "species": ["S", "O", "O", "O", "O", "O", "O", "O", "O", "O", "O", "C", "C", "C", "C", "C", "C", "C", "C", "C", "C", "C", "C", "C", "C", "C", "C", "C", "C", "C", "C", "C", "C", "C", "C", "B", "H", "H", "H", "H", "H", "H", "H", "H", "H", "H", "H", "H", "H", "H", "H", "H", "H", "H", "H", "H", "H", "H", "H", "H", "H", "H", "H", "H", "H", "H", "H", "H", "H", "H", "H", "H", "H", "H", "H", "H", "H", "H", "H", "H", "H", "H", "H", "H", "H", "H", "H"],
  "positions_angstrom": [[2.671, -3.404, 1.805], [2.322, -2.979, 3.167], [4.317, -3.036, 1.684], [4.276, -1.121, 0.027], [-3.995, 1.476, -0.839], [3.168, 5.034, -0.654], [1.788, -2.543, 0.676], [5.375, -3.857, -2.985], [5.124, -0.799, 2.227], [-6.304, -2.439, 0.508], [-0.321, -1.481, 0.362], [6.229, -4.600, -0.860], [0.922, 2.154, 2.367], [-3.172, -0.503, 1.373], [1.718, 1.637, 1.263], [-5.346, 2.154, -2.712], [-5.391, -1.941, -1.664], [1.238, 0.412, 0.623], [3.029, 2.262, 0.714], [0.373, -2.599, 0.921], [-7.373, -3.461, -1.392], [-0.814, 0.252, 2.122], [0.023, -0.292, 1.031], [-5.308, 1.885, -1.215], [-5.703, 3.120, -0.420], [-0.309, 1.480, 2.755], [1.817, 5.706, -2.531], [-2.001, -1.835, 3.216], [-2.145, -0.390, 2.600], [-6.650, -2.233, -0.861], [7.768, -3.939, -2.732], [6.436, -3.674, -2.048], [4.137, -0.262, 3.136], [1.446, 6.665, -0.240], [1.852, 5.434, -1.035], [4.538, -1.663, 1.278], [3.426, 3.119, 1.306], [5.401, -4.773, -3.287], [8.602, -3.789, -2.044], [0.434, 6.986, -0.497], [-6.736, -4.348, -1.321], [3.101, -0.285, 2.712], [-1.135, -1.962, 3.916], [6.396, -2.634, -1.714], [3.820, -1.746, -0.564], [-2.622, 0.286, 3.361], [-5.661, 2.916, 0.652], [-2.616, -0.525, 0.396], [-4.687, -2.777, -1.603], [2.859, 2.606, -0.344], [-5.714, -3.201, 0.552], [-0.899, 1.929, 3.587], [-3.774, -1.450, 1.459], [-5.010, 3.945, -0.614], [-0.042, -3.494, 0.374], [3.771, 5.759, -0.860], [-6.345, 2.453, -3.035], [-3.840, 0.396, 1.374], [-5.050, 1.262, -3.269], [-3.387, 2.197, -1.049], [4.221, -0.851, 4.095], [-8.268, -3.665, -0.800], [2.120, 4.817, -3.089], [-4.641, 2.946, -2.982], [-2.924, -2.007, 3.846], [7.018, -4.470, -0.115], [1.264, 3.069, 2.898], [1.805, -0.030, -0.225], [6.221, -5.647, -1.179], [-6.714, 3.448, -0.674], [0.088, -2.702, 1.996], [0.816, 5.997, -2.856], [-5.627, -1.761, -2.716], [2.517, 6.503, -2.798], [1.486, 6.460, 0.832], [5.266, -4.406, -0.386], [-4.876, -1.063, -1.266], [-5.985, 1.062, -0.973], [-7.318, -1.369, -0.899], [4.354, 0.805, 3.431], [3.824, 1.465, 0.656], [2.134, 7.495, -0.430], [7.811, -4.963, -3.115], [-2.031, -2.628, 2.416], [7.898, -3.275, -3.589], [-7.667, -3.326, -2.435], [1.181, 4.605, -0.796]],
  "atomic_forces_ev_per_a": [[0.223, -2.168, 2.287], [0.010, 0.201, -1.854], [-2.140, 2.021, -1.615], [-0.110, -1.465, 0.931], [-0.106, -0.200, -0.005], [-0.002, -0.162, 0.076], [0.803, 0.659, 0.672], [-0.201, 0.323, 0.006], [-1.100, -0.401, -1.069], [-0.188, 0.236, 0.180], [1.361, -0.086, 0.939], [-0.136, 0.102, 0.172], [-0.313, -1.613, -1.260], [0.414, 0.214, 0.324], [-1.501, -1.137, 0.384], [-0.102, -0.213, -0.165], [0.065, 0.323, 0.001], [-1.218, 0.319, 1.075], [-0.210, -0.541, -0.214], [-2.014, -0.723, -0.446], [-0.302, 0.012, 0.018], [1.834, 0.927, -0.335], [0.747, 2.592, 1.367], [0.308, 0.644, -0.244], [-0.142, -0.044, 0.234], [0.696, -0.745, -1.158], [-0.070, -0.211, -0.163], [-0.674, 0.131, 0.552], [-0.203, -0.414, -0.955], [0.467, -0.601, -0.183], [0.131, 0.223, -0.114], [0.212, -0.703, -0.097], [0.066, 0.129, 1.387], [-0.136, -0.046, 0.238], [0.279, 0.619, -0.213], [1.270, 1.419, 0.614], [-0.533, -0.668, -0.414], [0.020, 0.093, 0.052], [-0.013, -0.037, -0.040], [0.046, 0.028, 0.014], [0.086, 0.088, -0.080], [0.794, -0.097, 0.442], [-0.559, 0.121, -0.803], [-0.161, -0.012, -0.143], [0.253, 0.302, 0.146], [0.706, -0.614, -0.583], [-0.054, -0.043, -0.060], [-0.649, 0.005, 0.998], [-0.111, -0.067, -0.050], [0.191, -0.207, 1.100], [-0.060, 0.080, -0.048], [0.457, -0.500, -0.748], [0.404, 1.057, -0.052], [-0.042, -0.027, -0.131], [0.498, 0.937, 0.405], [-0.098, -0.052, -0.004], [0.051, 0.019, -0.018], [0.506, -0.968, -0.170], [-0.065, 0.004, 0.059], [-0.065, -0.072, 0.013], [-0.535, 0.478, -0.995], [0.017, 0.070, -0.049], [-0.071, 0.008, 0.055], [-0.078, 0.066, 0.095], [0.882, 0.079, -0.673], [-0.047, -0.041, -0.001], [-0.402, -0.776, -0.403], [-0.426, 0.445, 0.766], [0.134, 0.041, -0.057], [0.047, 0.028, 0.015], [0.883, 0.273, -0.688], [0.051, 0.017, -0.015], [0.039, -0.035, 0.017], [-0.082, 0.067, 0.093], [-0.055, -0.044, -0.061], [0.088, 0.038, 0.022], [-0.038, -0.016, -0.039], [0.187, -0.069, 0.076], [0.035, -0.022, 0.215], [0.074, -1.018, -0.759], [-0.757, 0.750, 0.143], [-0.045, -0.027, -0.132], [-0.026, -0.027, 0.139], [0.294, 0.827, 0.790], [-0.009, 0.025, 0.089], [0.022, -0.046, 0.027], [0.195, -0.079, 0.075]],
  "lowdin_charge": [1.02, -0.38, -0.13, 0.18, -0.07, -0.07, -0.32, -0.06, 0.01, -0.06, -0.05, -0.05, -0.04, -0.06, -0.24, -0.06, -0.06, 0.03, -0.06, -0.24, -0.07, -0.10, -0.18, -0.50, -0.06, -0.02, -0.06, -0.09, -0.33, -0.50, -0.06, -0.50, -0.07, -0.06, -0.50, -0.80, 0.08, 0.09, 0.08, 0.08, 0.08, 0.08, 0.09, 0.13, 0.11, 0.13, 0.08, 0.08, 0.09, 0.08, 0.08, 0.10, 0.07, 0.08, 0.16, 0.09, 0.08, 0.07, 0.08, 0.10, 0.11, 0.08, 0.08, 0.08, 0.09, 0.09, 0.10, 0.12, 0.08, 0.08, 0.11, 0.08, 0.08, 0.08, 0.08, 0.06, 0.06, 0.13, 0.13, 0.10, 0.08, 0.08, 0.08, 0.08, 0.08, 0.08, 0.14],
  "e_homo_ev": -8.38,
  "total_energy_ha": -2120.5091,
  "lumo_energy_ev": 0.52,
  "gap_ev": 8.898,
  "multiplicity": 1
}